1.
The following is a DFT calculation (ωB97M-V/def2-TZVPD) of a molecular structure, C25H23N7O3V.

spin multiplicity = 4
charge = 0
LUMO energy (spin up / spin down) = -0.3 / -0.5 eV
calculated total energy = -68562.309 eV
HOMO level (spin up / spin down) = -6.1 / -7.8 eV

Positions of all 59 atoms, in Å:
1 V 0.54316 0.31782 1.05705
2 N 2.73993 0.11150 1.54144
3 C 3.26225 -0.94114 0.62805
4 C 2.21636 -2.03531 0.36189
5 O 2.59817 -3.11253 -0.10545
6 N 0.99311 -1.63194 0.66645
7 C -0.16291 -2.47806 0.46270
8 C -1.42083 -1.61906 0.24832
9 O -2.48688 -2.16414 0.01479
10 O -1.25119 -0.32957 0.34335
11 H 3.39197 0.88718 1.58721
12 H 2.70772 -0.26999 2.48233
13 H 4.16754 -1.41174 1.01401
14 H 3.50941 -0.47245 -0.32602
15 H -0.35647 -3.11524 1.33478
16 H -0.04943 -3.16323 -0.37719
17 C -0.44326 -1.25799 5.02144
18 C -1.43676 -0.38019 5.43587
19 C -1.78595 0.67409 4.61505
20 C -1.13484 0.83579 3.39609
21 N -0.15519 -0.00098 3.01427
22 C 0.16419 -1.03319 3.80410
23 C -1.43205 1.94981 2.46950
24 C -2.58654 2.71515 2.58643
25 C -2.78094 3.77396 1.72150
26 C -1.81462 4.03821 0.75799
27 C -0.71708 3.20613 0.67815
28 N -0.52340 2.17126 1.50359
29 H -0.15083 -2.10749 5.62162
30 H -1.93488 -0.52114 6.38557
31 H -2.55294 1.36990 4.92117
32 H 0.91377 -1.70649 3.40418
33 H -3.33351 2.46706 3.32518
34 H -3.67471 4.37954 1.78762
35 H -1.92015 4.85806 0.06184
36 H 0.03508 3.34697 -0.08737
37 C 2.43592 2.40999 -2.45340
38 C 2.17506 1.88367 -1.20552
39 N 1.11817 1.09832 -0.95767
40 C 0.30321 0.79940 -1.96577
41 C 0.49983 1.25860 -3.26753
42 C 1.57681 2.09853 -3.49895
43 C -0.45456 0.89953 -4.33073
44 C -0.98650 -0.30096 -4.55236
45 C -0.64873 -1.57594 -3.88813
46 C -1.60014 -2.58017 -3.79389
47 C -1.20211 -3.76853 -3.20514
48 N 0.03158 -3.96172 -2.75695
49 C 0.86655 -2.93015 -2.87611
50 N 0.59440 -1.75255 -3.42562
51 H 3.29428 3.04978 -2.60313
52 H 2.81553 2.10343 -0.35970
53 H -0.55140 0.18746 -1.70780
54 H 1.75711 2.49236 -4.49195
55 H -0.77194 1.71563 -4.97218
56 H -1.75110 -0.37467 -5.31826
57 H -2.61002 -2.43815 -4.15289
58 H -1.89892 -4.59080 -3.08734
59 H 1.86968 -3.07362 -2.48652

Results of the natural (NBO) charge analysis, in e, for atoms 1 through 8:
1. V 1.19
2. N -0.83
3. C -0.30
4. C 0.63
5. O -0.70
6. N -0.73
7. C -0.36
8. C 0.78


2.
The following is a DFT calculation (ωB97M-V/def2-TZVPD) of a molecular structure, C36H35FN11O4ReS in a non-equilibrium geometry.

spin multiplicity = 4
charge = +1
LUMO energy (spin up / spin down) = -3.5 / -4.6 eV
calculated total energy = -78160.193 eV
relative energy (zero: lowest compared OMol25 entry of this formula, charge and spin) = 28.3 kcal/mol
HOMO level (spin up / spin down) = -9.7 / -9.7 eV

Positions of all 89 atoms, in Å:
1 Re 0.49624 -0.91238 -0.15258
2 C 1.63904 -0.78801 6.51477
3 C 0.91584 -0.23643 5.29509
4 N -0.14834 -1.12990 4.85417
5 C -0.13927 -1.86085 3.71885
6 S -1.15291 -3.23162 3.58468
7 N 0.74536 -1.45947 2.80358
8 N 0.86299 -2.02640 1.61395
9 C 1.40135 -3.22347 1.47154
10 C 1.87907 -4.02153 2.62220
11 C 1.46296 -3.69524 0.08462
12 C 1.93904 -4.94362 -0.28157
13 C 1.94466 -5.30812 -1.61904
14 C 1.46188 -4.42343 -2.57297
15 C 0.99756 -3.19847 -2.14948
16 N 1.00433 -2.84069 -0.85879
17 H 2.44205 -0.11443 6.81930
18 H 2.06645 -1.76934 6.30139
19 H 0.95306 -0.89457 7.35734
20 H 1.59459 -0.09144 4.45787
21 H 0.48377 0.73864 5.53902
22 H -0.83067 -1.43507 5.52848
23 H 2.13979 -3.34016 3.43216
24 H 2.75515 -4.61777 2.35607
25 H 1.09200 -4.68054 2.99499
26 H 2.29798 -5.62009 0.48072
27 H 2.32171 -6.27890 -1.91435
28 H 1.44648 -4.67293 -3.62435
29 H 0.60564 -2.46478 -2.84362
30 C 2.68303 5.37659 -1.57042
31 C 2.00510 4.03437 -1.66516
32 C 0.62960 3.90866 -1.84393
33 C 0.02656 2.66977 -1.90700
34 C 0.74596 1.47411 -1.80582
35 N 0.07629 0.20722 -1.81943
36 C -1.12595 0.22379 -2.57516
37 C -1.15630 0.91768 -3.79153
38 C -2.32523 1.22240 -4.44614
39 C -3.55557 0.85602 -3.89696
40 C -4.85370 1.35752 -4.47024
41 C -3.52513 0.04053 -2.78410
42 C -2.32958 -0.33610 -2.16330
43 N -2.42962 -1.32158 -1.12920
44 C -3.44905 -2.19137 -0.99058
45 C -3.19369 -3.01176 0.07890
46 C -1.95474 -2.60926 0.55392
47 N -1.48891 -1.58364 -0.17098
48 C 2.11029 1.61528 -1.57735
49 C 2.72436 2.86160 -1.52026
50 N 2.94140 0.48031 -1.31504
51 C 4.23970 0.33222 -1.61762
52 C 4.70993 -0.78581 -0.96270
53 C 3.61579 -1.27329 -0.26144
54 N 2.54487 -0.50603 -0.47937
55 H 1.97155 6.18853 -1.71251
56 H 3.46458 5.47337 -2.32599
57 H 3.15830 5.50182 -0.59600
58 H 0.00780 4.79559 -1.90743
59 H -1.04919 2.62591 -2.01229
60 H -0.21208 1.24875 -4.20524
61 H -2.29073 1.78924 -5.36945
62 H -4.94545 2.42912 -4.28325
63 H -5.70926 0.86839 -4.00785
64 H -4.89936 1.20076 -5.54876
65 H -4.46618 -0.28520 -2.36078
66 H -4.27100 -2.20382 -1.68480
67 H -3.81592 -3.80128 0.46475
68 H -1.40319 -3.00077 1.40557
69 H 3.78977 2.91279 -1.32671
70 H 4.73252 1.01599 -2.28824
71 H 5.70863 -1.18607 -0.98604
72 H 3.55567 -2.12883 0.39003
73 F -2.61789 4.98116 -0.62828
74 C -2.51416 3.87167 0.11076
75 C -1.54638 3.73801 1.01470
76 N -1.40459 2.60576 1.79335
77 C -0.14962 2.35780 2.48598
78 C 0.74896 1.41350 1.72790
79 O 1.90322 1.27271 2.04268
80 O 0.13354 0.85255 0.69730
81 C -2.28058 1.53820 1.67213
82 O -2.21295 0.54472 2.35603
83 N -3.25900 1.71370 0.70599
84 C -3.46033 2.79453 -0.15205
85 O -4.31680 2.78185 -1.00407
86 H -0.82366 4.52845 1.16839
87 H -0.35338 1.90816 3.45658
88 H 0.38599 3.29312 2.62260
89 H -3.90206 0.94161 0.60186

Results of the Löwdin charge analysis, in e, for atoms 1 through 8:
1. Re 1.75
2. C -0.08
3. C -0.25
4. N -0.02
5. C -0.84
6. S 0.62
7. N 0.00
8. N -0.14


3.
The following is a DFT calculation (ωB97M-V/def2-TZVPD) of a molecular structure, CH3IN2O in a non-equilibrium geometry.

charge = 0
LUMO energy = 0.0 eV
calculated total energy = -14209.132 eV
relative energy (zero: lowest compared OMol25 entry of this formula, charge and spin) = 88.4 kcal/mol
HOMO level = -8.5 eV

Positions of all 8 atoms, in Å:
1 C 0.42414 -1.29910 -0.36736
2 N -0.95102 1.79679 0.82420
3 N -0.33681 0.80403 0.46585
4 O -0.41967 -0.36586 0.97723
5 I 1.35110 0.18048 -1.60734
6 H -0.44676 -1.72112 -0.90183
7 H 0.93735 -1.95915 0.33353
8 H -0.55831 2.56392 0.27572

Calculated atomic charges, method natural (NBO), unit e:
1. C -0.24
2. N -0.41
3. N 0.05
4. O -0.37
5. I 0.22
6. H 0.21
7. H 0.22
8. H 0.33


4.
The following is a DFT calculation (ωB97M-V/def2-TZVPD) of a single C29H38N4O10 molecule.

charge = 0
structure (SMILES) = CN(C)[C@@H]1C(=O)C(C(=O)NCNCCCC[C@H](N)C(=O)O)=C(O)[C@@]2(O)C(=O)C3=C(O)c4c(O)cccc4[C@@](C)(O)[C@H]3C[C@@H]12
LUMO energy = -0.6 eV
calculated total energy = -57127.850 eV
HOMO level = -8.6 eV

Positions of all 81 atoms, in Å:
1 C 0.50733 4.46145 0.81844
2 N -0.03091 3.31219 1.51619
3 C 0.54070 3.17324 2.83963
4 C -0.05818 2.08008 0.73731
5 C 1.20523 1.90243 -0.10441
6 O 2.29709 2.10011 0.41832
7 C 1.05386 1.55981 -1.50805
8 C 2.17950 1.64301 -2.46681
9 O 2.01322 1.34000 -3.66861
10 N 3.35641 2.05270 -2.00364
11 C 4.53953 2.18370 -2.85956
12 N 5.07666 0.97464 -3.39249
13 C 5.67859 0.03330 -2.46987
14 C 4.72420 -0.76048 -1.56209
15 C 3.73065 -1.60533 -2.35628
16 C 2.72975 -2.29921 -1.43747
17 C 1.70847 -3.14527 -2.20816
18 N 0.83166 -2.40502 -3.10901
19 C 0.80301 -3.89322 -1.21673
20 O 1.18281 -4.34735 -0.17327
21 O -0.45717 -3.99145 -1.62945
22 C -0.14617 1.10149 -1.98988
23 O -0.34530 0.77324 -3.24320
24 C -1.31202 0.88459 -1.06645
25 O -2.52534 0.77284 -1.77071
26 C -1.06528 -0.38606 -0.23132
27 O -0.13186 -1.15251 -0.52183
28 C -1.97553 -0.58219 0.83739
29 C -1.96523 -1.79618 1.50238
30 O -1.01649 -2.70111 1.29120
31 C -3.04086 -2.15743 2.40627
32 C -3.28333 -3.50435 2.75808
33 O -2.53228 -4.53597 2.36722
34 C -4.39519 -3.80875 3.54857
35 C -5.23076 -2.81291 3.99103
36 C -4.98187 -1.48332 3.66683
37 C -3.90483 -1.14427 2.87494
38 C -3.52545 0.30424 2.59151
39 C -4.67993 1.26777 2.86528
40 O -2.48355 0.67395 3.48802
41 C -3.04248 0.44192 1.12411
42 C -2.57815 1.89107 0.86289
43 C -1.36847 2.03984 -0.06420
44 H 0.18232 5.36142 1.34055
45 H 0.11915 4.49216 -0.19851
46 H 1.60543 4.46249 0.77477
47 H -0.00089 2.40077 3.38449
48 H 1.60905 2.92416 2.81925
49 H 0.41422 4.11798 3.36682
50 H -0.06443 1.24833 1.45272
51 H 3.41936 2.20319 -0.99784
52 H 4.26172 2.81953 -3.70837
53 H 5.30584 2.68197 -2.26114
54 H 4.40333 0.52285 -3.99961
55 H 6.25404 -0.67204 -3.07772
56 H 6.38221 0.59427 -1.84787
57 H 4.17797 -0.07904 -0.90757
58 H 5.32444 -1.41387 -0.92583
59 H 3.18711 -0.96211 -3.05340
60 H 4.27365 -2.35057 -2.94425
61 H 2.18465 -1.55057 -0.85769
62 H 3.24890 -2.95157 -0.73444
63 H 2.23442 -3.90988 -2.79509
64 H 1.32726 -2.09059 -3.93417
65 H 0.48822 -1.58365 -2.61722
66 H -0.51327 -3.50429 -2.48447
67 H 0.56765 0.94819 -3.71517
68 H -2.31575 0.51333 -2.67912
69 H -0.41141 -2.38361 0.56673
70 H -1.76416 -4.24036 1.84511
71 H -4.56329 -4.84421 3.79708
72 H -6.08407 -3.06042 4.60384
73 H -5.64497 -0.72576 4.04589
74 H -4.90055 1.27397 3.92819
75 H -4.39547 2.27584 2.58630
76 H -5.56024 0.97353 2.30211
77 H -1.75175 0.05602 3.38154
78 H -3.89381 0.22413 0.46873
79 H -3.41246 2.44100 0.43183
80 H -2.30755 2.35627 1.81178
81 H -1.46887 2.97592 -0.62039

Results of the natural (NBO) charge analysis, in e, for atoms 1 through 8:
1. C -0.42
2. N -0.44
3. C -0.41
4. C -0.15
5. C 0.58
6. O -0.61
7. C -0.38
8. C 0.67


Please write out number 1 again, unchanged.
The following is a DFT calculation (ωB97M-V/def2-TZVPD) of a molecular structure, C25H23N7O3V.

spin multiplicity = 4
charge = 0
LUMO energy (spin up / spin down) = -0.3 / -0.5 eV
calculated total energy = -68562.309 eV
HOMO level (spin up / spin down) = -6.1 / -7.8 eV

Positions of all 59 atoms, in Å:
1 V 0.54316 0.31782 1.05705
2 N 2.73993 0.11150 1.54144
3 C 3.26225 -0.94114 0.62805
4 C 2.21636 -2.03531 0.36189
5 O 2.59817 -3.11253 -0.10545
6 N 0.99311 -1.63194 0.66645
7 C -0.16291 -2.47806 0.46270
8 C -1.42083 -1.61906 0.24832
9 O -2.48688 -2.16414 0.01479
10 O -1.25119 -0.32957 0.34335
11 H 3.39197 0.88718 1.58721
12 H 2.70772 -0.26999 2.48233
13 H 4.16754 -1.41174 1.01401
14 H 3.50941 -0.47245 -0.32602
15 H -0.35647 -3.11524 1.33478
16 H -0.04943 -3.16323 -0.37719
17 C -0.44326 -1.25799 5.02144
18 C -1.43676 -0.38019 5.43587
19 C -1.78595 0.67409 4.61505
20 C -1.13484 0.83579 3.39609
21 N -0.15519 -0.00098 3.01427
22 C 0.16419 -1.03319 3.80410
23 C -1.43205 1.94981 2.46950
24 C -2.58654 2.71515 2.58643
25 C -2.78094 3.77396 1.72150
26 C -1.81462 4.03821 0.75799
27 C -0.71708 3.20613 0.67815
28 N -0.52340 2.17126 1.50359
29 H -0.15083 -2.10749 5.62162
30 H -1.93488 -0.52114 6.38557
31 H -2.55294 1.36990 4.92117
32 H 0.91377 -1.70649 3.40418
33 H -3.33351 2.46706 3.32518
34 H -3.67471 4.37954 1.78762
35 H -1.92015 4.85806 0.06184
36 H 0.03508 3.34697 -0.08737
37 C 2.43592 2.40999 -2.45340
38 C 2.17506 1.88367 -1.20552
39 N 1.11817 1.09832 -0.95767
40 C 0.30321 0.79940 -1.96577
41 C 0.49983 1.25860 -3.26753
42 C 1.57681 2.09853 -3.49895
43 C -0.45456 0.89953 -4.33073
44 C -0.98650 -0.30096 -4.55236
45 C -0.64873 -1.57594 -3.88813
46 C -1.60014 -2.58017 -3.79389
47 C -1.20211 -3.76853 -3.20514
48 N 0.03158 -3.96172 -2.75695
49 C 0.86655 -2.93015 -2.87611
50 N 0.59440 -1.75255 -3.42562
51 H 3.29428 3.04978 -2.60313
52 H 2.81553 2.10343 -0.35970
53 H -0.55140 0.18746 -1.70780
54 H 1.75711 2.49236 -4.49195
55 H -0.77194 1.71563 -4.97218
56 H -1.75110 -0.37467 -5.31826
57 H -2.61002 -2.43815 -4.15289
58 H -1.89892 -4.59080 -3.08734
59 H 1.86968 -3.07362 -2.48652

Results of the natural (NBO) charge analysis, in e, for atoms 1 through 8:
1. V 1.19
2. N -0.83
3. C -0.30
4. C 0.63
5. O -0.70
6. N -0.73
7. C -0.36
8. C 0.78


Question: Look up the calculated total energy of the second one.
Answer: -78160.193 eV